Record 1
{
  "formula": "C16H9F3N3O6S",
  "method": "the ωB97M-V functional and the def2-TZVPD basis",
  "elements": ["S", "F", "F", "F", "O", "O", "O", "O", "O", "O", "N", "N", "N", "C", "C", "C", "C", "C", "C", "C", "C", "C", "C", "C", "C", "C", "C", "C", "C", "H", "H", "H", "H", "H", "H", "H", "H", "H"],
  "coordinates": [[-2.346, 1.241, 3.485], [-1.591, 0.801, 6.057], [-3.780, 0.849, 5.868], [-2.624, 2.727, 5.701], [-1.621, 3.378, 1.280], [-0.373, -0.999, 3.737], [-4.907, -0.730, 3.106], [-3.599, 2.444, 0.912], [2.895, -1.485, -1.983], [3.233, 0.669, -2.288], [-2.672, -0.580, 3.846], [2.584, -0.285, -1.798], [-2.386, 2.404, 1.184], [-3.856, -1.247, 3.435], [-2.630, 1.402, 5.451], [-2.006, -4.958, 2.670], [1.447, 0.015, -0.985], [-0.353, -0.729, 0.483], [-4.146, -3.779, 2.889], [-1.895, 1.000, 1.603], [-0.632, 0.608, 0.885], [-1.316, -3.865, 3.205], [0.174, 1.615, 0.302], [-3.439, -2.686, 3.380], [-1.536, -1.387, 3.759], [-3.410, -4.922, 2.530], [-2.068, -2.755, 3.575], [1.117, 1.345, -0.684], [0.679, -1.020, -0.411], [-5.232, -3.705, 2.784], [-3.923, -5.789, 2.111], [0.073, 2.656, 0.586], [-0.946, -1.559, 0.865], [0.899, -2.045, -0.713], [-0.242, -3.832, 3.392], [-1.418, -5.806, 2.322], [1.599, 2.155, -1.228], [-2.697, 0.317, 1.336]],
  "lumo_energy_ev": 1.69,
  "charge": -1,
  "e_above_lowest_kcal_mol": 30.7
}

Record 2
{
  "formula": "C16H9F9N2O5RuS2",
  "method": "the ωB97M-V functional and the def2-TZVPD basis",
  "elements": ["Ru", "S", "S", "F", "F", "F", "F", "F", "F", "F", "F", "F", "O", "O", "O", "O", "O", "N", "N", "C", "C", "C", "C", "C", "C", "C", "C", "C", "C", "C", "C", "C", "C", "C", "C", "H", "H", "H", "H", "H", "H", "H", "H", "H"],
  "coordinates": [[-0.142, -0.121, 0.660], [-2.977, 0.796, 0.197], [-1.137, 2.873, 0.499], [-3.499, -1.274, 1.700], [0.465, -9.143, 3.138], [-0.200, 4.907, 1.757], [1.512, -8.389, 4.876], [-1.780, -0.108, 2.327], [-1.827, 3.911, 2.788], [-2.240, 5.153, 1.061], [2.593, -8.781, 3.042], [-3.798, 0.625, 2.696], [-1.833, 0.001, -0.393], [-0.226, 1.991, 1.222], [-0.680, 3.346, -0.765], [1.054, 0.285, -0.799], [-4.209, 0.606, -0.462], [0.700, -0.127, -2.045], [-2.603, 2.268, 0.487], [0.463, -3.026, 1.644], [1.438, -8.311, 3.543], [0.088, -0.862, -4.570], [0.851, -4.572, 3.499], [0.338, -1.829, -3.606], [0.151, 0.483, -4.235], [0.460, 0.841, -2.942], [-3.066, -0.043, 1.844], [0.278, -1.899, 1.212], [0.652, -1.436, -2.324], [-1.379, 4.326, 1.617], [0.806, -5.412, 1.230], [1.088, -5.854, 3.966], [0.711, -4.346, 2.130], [1.037, -6.688, 1.702], [1.178, -6.904, 3.068], [0.870, -2.100, -1.500], [1.108, -7.519, 1.012], [0.297, -2.883, -3.838], [-0.157, -1.156, -5.581], [0.776, -3.745, 4.192], [0.693, -5.234, 0.170], [-0.043, 1.258, -4.961], [1.199, -6.034, 5.025], [0.521, 1.849, -2.556]],
  "lumo_energy_ev": [-5.31, -5.36],
  "charge": 1,
  "spin_multiplicity": 2
}

Record 3
{
  "formula": "C17H10BrClIrN2O5S",
  "method": "the ωB97M-V functional and the def2-TZVPD basis",
  "elements": ["Ir", "Br", "Cl", "S", "O", "O", "O", "O", "O", "N", "N", "C", "C", "C", "C", "C", "C", "C", "C", "C", "C", "C", "C", "C", "C", "C", "C", "C", "H", "H", "H", "H", "H", "H", "H", "H", "H", "H"],
  "coordinates": [[-1.573, -0.397, 0.321], [3.483, 0.203, 6.003], [-3.379, 1.944, 0.144], [-1.476, -3.600, -0.587], [-4.019, 2.389, 1.323], [-1.913, 1.917, 0.338], [-3.731, 0.522, -0.114], [-1.179, -0.350, 2.404], [-3.703, 2.725, -0.991], [-1.181, -0.207, -1.797], [0.667, -0.193, 0.151], [1.848, -0.057, -3.890], [-0.562, -0.123, -4.484], [-1.677, -2.281, 0.202], [0.124, -0.156, -2.171], [-1.865, -0.177, -4.074], [2.797, -0.053, -2.905], [2.012, 0.029, 4.853], [0.732, -0.076, 5.411], [2.454, -0.099, -1.545], [0.480, -0.111, -3.533], [2.245, 0.015, 3.482], [-0.138, -0.226, 3.131], [1.204, -0.112, 2.558], [1.124, -0.149, -1.140], [1.523, -0.100, 1.180], [-0.320, -0.199, 4.540], [-2.141, -0.221, -2.702], [-0.313, -0.089, -5.537], [-2.685, -0.184, -4.777], [2.123, -0.020, -4.936], [3.257, -0.103, -0.824], [3.262, 0.110, 3.127], [2.576, 0.035, 0.966], [-1.340, -0.280, 4.889], [-3.156, -0.252, -2.330], [0.594, -0.057, 6.481], [3.846, -0.015, -3.167]],
  "lumo_energy_ev": [-0.53, -3.07],
  "charge": 0,
  "spin_multiplicity": 6,
  "e_above_lowest_kcal_mol": 4.0
}

Record 4
{
  "formula": "C17H10CuN4O7S",
  "method": "the ωB97M-V functional and the def2-TZVPD basis",
  "elements": ["Cu", "S", "O", "O", "O", "O", "O", "O", "O", "N", "N", "N", "N", "C", "C", "C", "C", "C", "C", "C", "C", "C", "C", "C", "C", "C", "C", "C", "C", "C", "H", "H", "H", "H", "H", "H", "H", "H", "H", "H"],
  "coordinates": [[1.320, -16.100, 3.178], [-0.764, -22.128, 1.531], [7.198, -14.695, 2.667], [0.620, -14.391, 3.645], [6.333, -10.138, 4.173], [4.247, -9.514, 4.125], [5.797, -16.172, 3.386], [0.726, -12.204, 3.934], [3.282, -15.502, 3.027], [2.318, -25.435, 2.337], [0.896, -18.086, 2.908], [6.086, -15.032, 3.100], [5.129, -10.364, 4.088], [1.266, -13.300, 3.719], [-0.072, -20.633, 2.192], [1.546, -18.860, 2.019], [1.698, -23.406, 1.259], [5.106, -13.970, 3.365], [1.066, -20.101, 1.653], [2.569, -24.411, 1.507], [0.262, -24.329, 2.834], [3.315, -12.034, 3.887], [0.486, -23.298, 1.913], [-0.231, -18.586, 3.438], [2.788, -13.262, 3.664], [5.599, -12.740, 3.674], [3.683, -14.351, 3.380], [-0.720, -19.851, 3.152], [4.706, -11.743, 3.985], [1.175, -25.373, 2.986], [2.526, -18.489, 1.650], [6.685, -12.530, 3.700], [-0.842, -17.899, 4.063], [1.908, -22.668, 0.508], [-0.612, -24.338, 3.399], [2.583, -11.250, 4.108], [3.511, -24.352, 0.963], [1.618, -20.619, 0.842], [-1.649, -20.173, 3.606], [1.004, -26.144, 3.709]],
  "lumo_energy_ev": 1.31,
  "charge": -1,
  "e_above_lowest_kcal_mol": 4.6
}

Record 5
{
  "formula": "C17H11FO5",
  "method": "the ωB97M-V functional and the def2-TZVPD basis",
  "elements": ["F", "O", "O", "O", "O", "O", "C", "C", "C", "C", "C", "C", "C", "C", "C", "C", "C", "C", "C", "C", "C", "C", "C", "H", "H", "H", "H", "H", "H", "H", "H", "H", "H", "H"],
  "coordinates": [[0.576, -0.408, -5.891], [3.716, 0.404, -3.608], [1.802, -0.899, -4.070], [-0.814, -1.726, 3.897], [1.570, 1.272, -3.847], [0.096, 1.366, -0.661], [1.388, 0.235, 3.969], [0.294, 0.715, -3.833], [0.476, 0.108, 2.839], [-2.501, -2.076, 1.586], [0.628, 0.990, 1.737], [-3.341, -1.227, -0.460], [-3.393, -2.097, 0.559], [-1.212, -0.246, 0.443], [-0.561, -1.021, 2.843], [-2.199, -0.390, -0.509], [1.653, 1.989, 1.810], [2.475, 0.231, -3.788], [-0.102, 0.727, 0.401], [2.370, 2.154, 3.011], [2.350, 1.292, 4.078], [-1.367, -1.200, 1.562], [0.492, -0.568, -4.567], [-4.191, -2.824, 0.608], [3.107, 2.941, 2.944], [1.853, 2.593, 0.937], [-2.113, 0.242, -1.381], [0.080, 0.353, -2.827], [3.107, 1.452, 4.832], [-0.298, -1.315, -4.490], [-4.110, -1.216, -1.218], [1.329, -0.467, 4.788], [-2.602, -2.702, 2.461], [-0.555, 1.317, -4.157]],
  "lumo_energy_ev": [2.83, 2.82],
  "charge": -1,
  "spin_multiplicity": 2,
  "e_above_lowest_kcal_mol": 6.1
}